1.
{
  "formula": "C25H41N8O4PRu",
  "method": "ωB97M-V/def2-TZVPD",
  "multiplicity": 6,
  "lumo_energy_ev": [-6.2, -9.5],
  "gap_ha": [0.3391, 0.2422],
  "homo_energy_ha": [-0.5680, -0.5897],
  "total_charge": 3,
  "species": ["H", "H", "H", "H", "C", "H", "O", "H", "N", "H", "H", "H", "N", "N", "C", "C", "C", "N", "H", "H", "H", "H", "C", "H", "C", "H", "C", "H", "H", "H", "H", "C", "H", "H", "C", "H", "C", "C", "H", "C", "C", "H", "C", "H", "O", "H", "H", "N", "O", "H", "H", "C", "C", "H", "H", "H", "C", "C", "H", "H", "H", "P", "O", "N", "H", "H", "C", "C", "C", "H", "H", "C", "N", "C", "H", "C", "H", "C", "Ru", "N"],
  "positions_angstrom": [[1.405, -6.694, 3.090], [-3.407, 0.246, 1.181], [-4.001, -1.614, 2.701], [2.329, -1.564, 0.527], [0.638, 2.987, 0.102], [-1.606, 1.954, 1.834], [0.265, 2.066, -0.697], [-4.495, 0.164, -6.305], [2.849, -5.242, 1.641], [3.687, 8.454, -0.295], [-5.295, 1.097, -1.730], [3.765, -3.499, 0.988], [2.528, 6.018, 1.445], [1.177, -0.786, -1.029], [2.345, -2.949, -1.152], [1.752, 5.568, 2.599], [3.222, -6.375, 2.211], [-0.666, 1.597, 1.699], [3.408, 9.093, 1.907], [1.682, -4.878, -0.455], [-0.457, 0.966, 2.466], [1.825, 6.297, 3.403], [0.273, 5.333, 2.220], [-4.295, -4.257, -0.654], [-3.765, -0.135, -5.565], [3.296, -2.495, -1.445], [3.523, -4.485, 0.589], [-0.133, 3.644, 3.487], [-4.673, 1.014, -4.004], [1.245, 2.384, 2.013], [-3.666, -2.427, -2.185], [-3.865, 0.345, -4.268], [2.387, 5.405, 0.644], [-4.228, 2.507, -1.990], [0.285, 2.721, 1.615], [0.130, 5.617, 1.180], [-4.392, 1.608, -1.397], [2.620, -4.371, -0.657], [-4.470, -3.855, 1.766], [1.638, -1.928, -0.237], [-4.083, -3.273, -0.258], [5.158, -6.416, 1.527], [-2.734, -0.994, -5.918], [0.992, -1.060, -1.988], [-0.554, -1.654, 0.710], [3.188, 6.892, -0.814], [-1.339, 3.967, 2.250], [3.043, 8.182, 2.129], [0.550, -3.519, 1.230], [4.686, -7.767, 2.467], [-2.666, -1.364, -6.932], [-4.179, -3.045, 1.111], [-3.728, -2.249, -1.120], [1.816, 0.001, -1.042], [1.905, -4.904, 1.806], [4.460, -4.970, 0.325], [-2.928, -0.057, -3.320], [-3.917, -1.788, 1.637], [2.208, 4.647, 2.965], [-0.366, 5.986, 2.815], [3.083, -4.900, -1.491], [-2.997, 0.459, -1.604], [1.305, 3.969, -0.178], [3.298, 7.556, -0.068], [-1.143, -1.187, -2.932], [-0.979, -2.042, -5.265], [-1.783, -1.378, -4.978], [0.431, -2.460, 0.636], [-3.558, -0.759, 0.786], [2.613, -7.836, 3.516], [1.755, -3.047, -2.069], [-1.875, -0.903, -3.685], [2.345, -7.031, 2.977], [-3.472, -0.982, -0.599], [2.886, 7.980, 3.099], [-0.261, 3.912, 2.434], [-4.507, 1.880, -0.350], [2.944, 7.249, 1.184], [-0.908, 0.252, -0.298], [4.446, -6.877, 2.063]],
  "nbo_charge": [0.425, 0.198, 0.238, 0.222, 0.800, 0.393, -0.765, 0.248, -0.565, 0.427, 0.275, 0.207, -0.567, -0.822, -0.399, -0.215, 0.678, -0.834, 0.429, 0.234, 0.415, 0.211, -0.417, 0.243, -0.178, 0.221, -0.213, 0.222, 0.230, 0.226, 0.239, -0.203, 0.447, 0.272, -0.173, 0.234, -0.921, -0.413, 0.244, -0.176, -0.167, 0.425, -0.152, 0.396, -0.772, 0.427, 0.210, -0.762, -0.670, 0.430, 0.246, -0.152, -0.224, 0.417, 0.450, 0.210, -0.309, -0.170, 0.212, 0.237, 0.235, 0.919, -0.668, -0.758, 0.180, 0.234, -0.188, 0.803, -0.255, 0.427, 0.212, -0.216, -0.761, -0.305, 0.426, -0.399, 0.262, 0.679, 1.539, -0.763]
}

2.
{
  "formula": "C24H29IMnN5O",
  "method": "ωB97M-V/def2-TZVPD",
  "multiplicity": 5,
  "lumo_energy_ev": [4.5, 4.5],
  "de_lowest_kcal_mol": 0.00,
  "gap_ha": [0.0646, 0.1932],
  "homo_energy_ha": [0.1019, -0.0284],
  "total_charge": -2,
  "species": ["H", "H", "H", "H", "C", "C", "H", "C", "H", "C", "C", "H", "H", "C", "H", "C", "C", "C", "H", "H", "H", "C", "H", "C", "C", "C", "C", "H", "C", "N", "C", "H", "C", "C", "C", "C", "H", "N", "H", "C", "H", "H", "H", "I", "O", "N", "H", "H", "H", "H", "H", "C", "N", "H", "C", "N", "H", "H", "C", "Mn", "H"],
  "positions_angstrom": [[3.295, -3.409, -2.605], [2.398, 1.231, 0.091], [-3.167, 2.693, 2.601], [-1.772, -1.484, 2.443], [0.097, -1.521, 1.369], [2.329, -2.970, -2.434], [2.321, 2.093, 1.658], [-1.792, 0.139, -3.377], [-1.748, -2.448, -2.927], [-1.206, -2.840, -2.057], [-0.612, 4.268, 0.134], [-1.286, -3.932, -2.081], [2.072, -1.757, 0.556], [-0.782, -3.411, 2.612], [1.197, 0.344, 3.168], [-1.761, 1.309, 1.758], [-1.606, 0.154, -1.863], [0.839, -1.355, -1.821], [2.198, -4.194, 1.121], [4.158, -1.214, -2.317], [-2.696, -0.462, -3.593], [3.310, -0.836, -1.733], [-2.353, 1.052, 0.878], [1.104, -3.513, -2.497], [1.255, -2.264, 1.074], [0.589, 4.011, 0.685], [-0.511, 0.685, 1.897], [3.118, 0.209, -1.994], [-0.221, 1.733, 4.061], [0.208, -2.530, -2.128], [-1.449, 2.389, 3.898], [0.372, 1.864, 4.969], [0.062, 2.244, -0.645], [-2.211, 2.184, 2.741], [2.272, 2.213, 0.566], [0.331, -4.172, 2.231], [-1.668, -2.468, -1.134], [-0.911, 3.202, -0.691], [1.171, 4.595, 1.376], [-2.152, 3.172, -1.433], [-1.554, -3.825, 3.263], [0.420, -5.206, 2.567], [3.095, 2.874, 0.257], [0.928, 1.577, -3.316], [-2.521, 0.042, -1.041], [2.163, -1.658, -2.036], [-2.568, 4.185, -1.391], [-1.276, 5.106, 0.254], [0.793, -4.512, -2.746], [-1.820, 3.050, 4.684], [-1.982, 2.891, -2.477], [0.252, 0.887, 3.064], [-0.052, -0.206, 0.911], [3.588, -0.909, -0.669], [1.338, -3.602, 1.441], [1.004, 2.796, 0.189], [-1.974, 1.150, -3.776], [-0.961, -0.338, -3.912], [-0.912, -2.101, 2.167], [0.127, 0.305, -1.021], [-2.879, 2.491, -0.973]],
  "nbo_charge": [0.209, 0.223, 0.194, 0.218, 0.280, -0.089, 0.201, -0.796, 0.214, -0.398, -0.081, 0.186, 0.204, -0.213, 0.209, -0.297, 0.261, 0.196, 0.195, 0.202, 0.169, -0.469, 0.264, -0.103, -0.298, -0.101, 0.309, 0.261, -0.229, -0.389, -0.280, 0.191, 0.239, -0.202, -0.421, -0.308, 0.245, -0.405, 0.210, -0.411, 0.191, 0.187, 0.202, -1.309, -0.757, -0.393, 0.183, 0.206, 0.206, 0.189, 0.235, -0.285, -0.837, 0.180, -0.201, -0.415, 0.232, 0.231, -0.297, 0.640, 0.223]
}